Entry from the OMol25 dataset: 5 unconnected molecules or ions with the total composition H15N5 (the ωB97M-V functional and the def2-TZVPD basis).

XYZ file:
```
20
Properties=species:S:1:pos:R:3:forces:R:3:nbo_charge:R:1
H -2.7647 0.3842 3.5074 -0.22 -0.01 -0.73 0.37
H -0.7737 -0.4402 -0.5067 -0.11 0.04 0.00 0.35
N 0.0049 -4.9591 1.0671 0.15 -0.21 0.38 -1.08
H 1.3372 -0.1094 -6.1433 0.03 0.28 0.18 0.36
H -2.0193 0.5545 -0.9095 -0.15 -0.31 0.05 0.36
H 1.7639 5.0477 4.1024 -0.15 0.28 -0.09 0.36
H 2.8693 0.3080 -6.6460 0.25 -0.41 0.17 0.37
H -1.7350 -0.4717 2.4019 -0.98 0.24 -0.13 0.36
N 2.0559 -0.2506 -6.8331 -0.96 0.06 -0.35 -1.09
H 1.3758 4.3775 2.6511 0.05 0.07 -0.08 0.36
H -0.2703 -5.7282 0.4722 -0.01 0.19 -0.14 0.36
H -1.1665 0.2424 3.6720 -0.15 -0.07 0.40 0.35
H 0.1883 -4.1245 0.5312 -0.16 -0.06 -0.14 0.36
N -1.1144 0.2083 -1.2084 0.05 0.42 0.05 -1.06
N 1.0027 4.7436 3.5130 -0.04 -0.64 0.07 -1.08
H -0.7356 -4.7870 1.7344 0.02 0.09 -0.10 0.36
N -1.9979 -0.2521 3.3573 1.35 -0.16 0.45 -1.08
H 0.3351 5.4677 3.3102 0.14 0.29 0.09 0.36
H -0.5270 1.0349 -1.1472 0.21 -0.16 -0.10 0.35
H 2.1711 -1.2461 -6.9260 0.68 0.07 0.00 0.36
```
Forces are in eV/Å.

Spin multiplicity: 1
E (eV): -7693.8632
SMILES: N.N.N.N.N
Total charge: 0
Orbital gap (eV): 10.24
Largest force on an atom (eV/A): 1.434
HOMO (eV): -9.77
Energy relative to the best compared isomer or geometry (same formula, charge and spin) (kcal/mol): 6.5

Entry from the OMol25 dataset: a molecular structure, CClNa5O7 (the ωB97M-V functional and the def2-TZVPD basis).

XYZ file:
```
14
Properties=species:S:1:pos:R:3:forces:R:3:nbo_charge:R:1
O -0.0399 0.0082 3.0345 -0.86 -2.69 -0.63 -0.89
Na 4.5309 -1.1167 3.8081 -0.06 0.07 -0.15 0.72
Na 0.6589 -1.4587 -3.0750 -0.72 0.45 0.04 0.98
Na 2.2813 3.0058 2.5526 -0.27 -0.23 -0.10 0.39
O -1.2869 -1.6182 1.5722 -0.38 0.90 1.00 -0.79
O 0.1790 0.2439 0.7386 -3.54 1.95 -0.60 -0.93
Na 1.6589 3.5731 -1.9628 -0.40 -0.18 -0.12 0.73
O -2.1018 0.6976 -4.9534 -1.48 0.39 -1.68 -0.44
C -1.9920 0.8041 -3.7005 -2.65 -5.57 -1.53 0.89
Cl -0.1302 -0.7874 1.7482 -0.05 6.39 -1.45 2.51
O -2.6820 -0.0148 -3.0141 0.39 1.59 0.42 -0.61
O -0.9511 1.3546 -3.4637 4.76 3.34 3.06 -0.66
O 0.9895 -1.5003 1.4348 5.42 -6.60 2.00 -0.90
Na -1.1148 -3.1913 5.2806 -0.17 0.18 -0.26 0.99
```
Forces are in eV/Å.

Spin multiplicity: 1
E (eV): -49946.5833
Total charge: +2
Orbital gap (eV): 1.83
Largest force on an atom (eV/A): 8.771
HOMO (eV): -9.19
Energy relative to the best compared isomer or geometry (same formula, charge and spin) (kcal/mol): 89.5

Entry from the OMol25 dataset: a single C4H8N2 molecule (the ωB97M-V functional and the def2-TZVPD basis).

XYZ file:
```
14
Properties=species:S:1:pos:R:3:forces:R:3:nbo_charge:R:1
N 0.6566 0.7002 1.7354 0.26 -0.11 -0.27 -0.57
H -0.0487 -1.9250 -0.8398 0.11 0.07 -0.15 0.35
C 0.6495 -0.2419 -1.8258 0.32 0.12 -0.25 -0.25
H 1.5980 0.2579 -1.9742 0.12 -0.14 0.13 0.20
C -0.6793 0.1357 1.6382 -0.33 0.01 0.30 -0.25
H -0.3987 2.0312 0.4555 -0.16 -0.44 -0.03 0.21
C -0.1379 0.9715 0.5378 -0.26 0.02 -0.21 -0.11
H 1.3489 -0.0317 1.5976 -0.10 0.02 -0.21 0.37
H -1.4918 0.4965 2.2531 0.27 0.17 0.44 0.19
H -0.7124 -0.9406 1.4287 -0.17 0.47 0.03 0.19
C -0.2452 0.1256 -0.7128 -0.25 -0.01 0.23 -0.10
N 0.5223 -1.1078 -0.6505 -0.07 -0.28 -0.11 -0.61
H 0.1851 -0.6144 -2.7437 0.06 0.36 0.23 0.19
H -1.3117 0.0719 -0.9471 0.19 -0.25 -0.15 0.19
```
Forces are in eV/Å.

Spin multiplicity: 1
E (eV): -7255.2059
SMILES: C1N[C@H]1[C@H]1CN1
Total charge: 0
Orbital gap (eV): 10.31
Largest force on an atom (eV/A): 0.542
HOMO (eV): -9.24
Energy relative to the best compared isomer or geometry (same formula, charge and spin) (kcal/mol): 61.6

Entry from the OMol25 dataset: 2 unconnected molecules or ions with the total composition C3H5NO (the ωB97M-V functional and the def2-TZVPD basis).

XYZ file:
```
10
Properties=species:S:1:pos:R:3:forces:R:3:nbo_charge:R:1
H 0.3967 -0.5261 -2.0611 -0.03 0.14 0.03 0.11
C 0.7479 0.4008 -1.5651 -0.22 0.39 0.00 0.25
H -2.1176 0.3217 0.6776 0.22 -0.04 0.18 0.25
H -1.0609 1.1176 2.0117 -0.03 -0.20 -0.09 0.25
C -0.3081 -0.5990 1.1069 -0.01 -0.13 -0.03 0.42
H 1.2192 -1.2765 0.2212 -0.06 -0.08 0.18 0.36
N 0.5125 -1.4992 0.9295 -0.39 0.55 0.05 -0.64
C -1.2260 0.3154 1.3001 0.18 -0.23 0.03 -0.63
O -0.0044 1.2887 -1.2515 0.51 -0.47 -0.34 -0.48
H 1.8406 0.4565 -1.3692 -0.16 0.07 -0.01 0.11
```
Forces are in eV/Å.

Spin multiplicity: 1
E (eV): -6727.0979
SMILES: C=C=N.C=O
Total charge: 0
Orbital gap (eV): 9.79
Largest force on an atom (eV/A): 0.776
HOMO (eV): -9.20
Energy relative to the best compared isomer or geometry (same formula, charge and spin) (kcal/mol): 57.1

Entry from the OMol25 dataset: a molecular structure, C24H43ClP2Sm (the ωB97M-V functional and the def2-TZVPD basis).

XYZ file:
```
71
Properties=species:S:1:pos:R:3:forces:R:3:lowdin_charge:R:1
C -1.8397 1.1635 -5.0580 -0.28 0.07 0.44 -0.46
C 2.7378 -3.4118 1.3543 0.48 1.34 -0.50 -0.18
H -2.7784 3.8477 -4.2428 0.30 0.09 -0.05 0.03
H 2.5081 2.8792 2.1567 -0.11 0.04 -0.21 0.11
C 1.7080 -0.0252 2.5185 0.33 -0.23 -0.49 -0.01
H 0.3179 -1.0819 0.6030 -0.29 -0.48 -0.36 0.06
C 0.6095 2.1604 -4.1031 0.03 0.11 0.25 -0.32
H -1.4106 3.8235 -5.4042 -0.07 0.07 0.42 0.04
H -3.2697 -1.4032 -3.3802 0.10 -0.14 0.15 0.04
H 0.2116 -3.0198 -3.1020 0.05 0.17 -0.23 0.03
C 1.6337 -1.2541 -1.0074 0.67 0.54 -0.57 -0.15
C -1.0315 1.6698 4.4710 1.02 0.00 -0.09 -0.31
P -0.9123 -0.8409 -3.3352 0.09 -0.49 -1.24 0.82
H -2.9378 1.2167 -4.9516 0.32 -0.04 -0.14 0.07
H 1.3545 -1.7348 -3.5153 -0.26 -0.23 -0.21 0.02
C 2.8737 -3.2662 -0.1732 0.55 -0.41 0.63 -0.18
C 1.4445 3.1296 2.0928 0.44 0.16 -0.05 -0.01
H 3.1062 -4.4102 1.6183 -0.18 0.12 0.20 0.12
H 1.6285 -0.4427 -1.7759 0.16 -0.09 1.25 0.09
H -0.4880 -1.0368 -0.9267 0.44 -0.34 0.02 -0.02
H -1.1903 -3.0975 -0.3030 0.55 -0.06 0.03 0.10
H -1.6885 -1.3001 4.2511 0.31 0.07 0.15 0.10
H 1.3272 4.1812 2.3673 0.10 -0.13 -0.31 0.09
H -1.4154 4.6097 3.3550 0.00 0.00 0.09 0.10
H -1.6956 1.1262 6.4303 -0.03 0.20 -0.31 0.10
H 3.7292 -1.3538 -0.9127 -0.27 -0.40 -0.58 0.11
P -1.1764 2.1397 -3.5789 -0.01 0.44 -1.45 0.77
C -2.3710 -1.9115 -3.0138 -0.05 -0.04 0.35 -0.29
C -0.3732 2.7846 3.8711 0.85 -1.12 0.61 -0.35
H 2.0928 -3.8905 -0.6046 0.39 0.00 -0.19 0.09
H 0.0579 -1.6252 4.2787 -0.30 0.29 0.07 0.07
H 0.2897 -3.7025 -1.0214 -0.16 0.37 0.23 0.10
H -2.2721 -2.8942 -3.4943 -0.11 0.26 0.07 0.05
C 0.6678 2.2933 3.0331 -0.02 -1.06 1.46 -0.38
C -1.6859 3.7628 -4.3377 0.08 0.01 0.17 -0.34
H 0.3342 -2.4323 -4.7973 -0.14 -0.04 0.30 0.04
C 0.2149 -3.5614 1.1917 -0.06 0.05 0.29 -0.09
H 1.4860 -0.3846 1.5061 0.28 0.12 0.30 0.05
H 1.8751 -0.9178 3.1308 -0.01 0.27 -0.07 0.08
C -0.0859 -3.0607 -0.2067 -0.64 -0.37 -0.26 -0.18
C 1.3400 -3.2959 1.8791 -0.25 -0.51 0.07 -0.14
C 2.7847 -1.8751 -0.7228 -0.18 0.43 -0.14 -0.09
H 1.0723 3.0458 -3.6431 0.01 -0.22 -0.19 0.03
C 0.3173 -1.5681 -0.3930 -0.94 -0.34 -0.30 -0.25
C -0.4359 0.4603 3.9875 1.60 0.91 0.53 -0.31
C -2.0129 1.7494 5.5784 -0.73 -0.14 0.44 -0.01
H 0.7328 2.2111 -5.1972 -0.07 0.02 0.37 0.05
H 1.2652 -3.0746 2.9439 0.05 -1.22 0.24 0.08
C 0.6460 0.8422 3.0983 0.54 0.76 1.85 -0.34
H 3.4036 -2.6830 1.8417 -0.01 -0.21 0.01 0.11
H 1.1313 1.2733 -3.7186 -0.10 0.19 -0.14 0.00
H -0.5236 -0.4563 -5.7626 -0.26 0.19 0.37 0.08
H -2.1964 -0.9471 -5.4299 0.37 0.09 -0.02 0.07
C -0.7120 -0.8935 4.5658 -0.16 -0.39 -0.10 0.00
H 3.8516 -3.6874 -0.4743 -0.49 0.14 0.11 0.12
H -1.5764 1.6853 -5.9930 -0.07 -0.12 0.36 0.07
C -0.6899 4.2089 4.0804 -0.12 0.79 -0.14 -0.01
H -1.1042 4.3857 5.0745 0.07 0.03 -0.13 0.09
H -3.0087 1.3865 5.2945 0.07 0.06 0.09 0.10
H -2.4596 -2.0329 -1.9280 -0.19 -0.15 -0.20 0.00
H -2.1281 2.7740 5.9452 0.00 -0.23 -0.10 0.08
C -1.3772 -0.2990 -5.0799 0.05 -0.18 0.20 -0.42
Cl -2.4502 0.6526 -0.1674 0.13 0.19 0.65 -0.20
H -1.2174 4.5835 -3.7806 -0.17 -0.04 -0.19 0.02
H 1.1484 2.9960 1.0342 0.06 0.10 0.07 0.10
H 0.2193 4.8072 3.9625 -0.26 0.01 0.17 0.09
H -0.6050 -4.0993 1.6958 0.02 1.13 0.14 0.11
C 0.3569 -2.1378 -3.7393 0.26 0.06 0.03 -0.27
Sm -1.2789 1.5378 1.9597 -3.61 -0.22 -3.94 1.58
H 2.6465 0.5394 2.4378 -0.21 -0.18 0.15 0.10
H -0.7260 -0.8173 5.6665 0.00 -0.08 -0.42 0.10
```
Forces are in eV/Å.

Spin multiplicity: 6
E (eV): -74581.5289
Total charge: +1
Orbital gap (spin up / spin down) (eV): 5.05 / 5.56
Largest force on an atom (eV/A): 5.349
HOMO (spin up / spin down) (eV): -9.61 / -9.61
Energy relative to the best compared isomer or geometry (same formula, charge and spin) (kcal/mol): 34.1

Entry from the OMol25 dataset: a molecular structure, C43H64FN8OP2RbSi2 (the ωB97M-V functional and the def2-TZVPD basis).

XYZ file:
```
122
Properties=species:S:1:pos:R:3:forces:R:3:lowdin_charge:R:1
H 7.4599 8.3085 11.3207 3.73 -0.10 0.95 0.12
C 9.2002 17.6399 12.4640 0.72 3.37 3.32 -0.20
H 12.4691 7.8197 10.6490 -0.66 0.30 -1.13 -0.03
C 9.6872 15.5021 9.0371 -0.41 3.24 4.57 -0.29
H 13.1835 11.3323 8.2748 -0.38 0.36 1.59 0.08
C 12.3937 10.0298 13.6413 6.50 -1.08 2.12 -0.21
H 5.4055 14.1036 10.5592 -1.91 0.26 0.46 0.10
H 12.8652 18.0249 13.5860 4.50 7.93 -1.13 -0.13
C 8.3320 8.8436 15.5335 -6.35 -1.35 2.00 -0.19
C 12.9437 14.2531 15.1019 12.54 2.49 -1.82 -0.20
H 14.2830 7.2959 14.1947 1.59 -4.92 -0.04 0.02
C 11.4424 7.5400 10.3012 0.40 -3.52 -2.58 -0.25
H 15.0358 14.4364 11.9092 -2.94 -0.50 -0.83 0.16
H 8.1209 17.8947 12.8734 2.19 -0.58 -0.85 0.05
C 12.5718 11.4434 9.2615 1.49 -3.15 0.54 -0.12
H 13.7092 14.1515 14.1609 -3.62 -0.29 1.06 0.14
C 11.7766 13.9329 15.4808 -8.69 -1.34 1.03 -0.26
C 11.3459 14.0911 16.8299 5.39 1.32 -3.91 -0.09
H 8.5022 10.2199 9.2583 2.43 -1.80 0.09 0.02
C 8.6727 7.9441 11.5851 -4.51 -1.29 1.06 -0.22
C 9.5666 9.9701 13.8554 -3.26 2.73 -2.23 -0.23
C 14.0777 8.2433 14.0714 0.80 6.38 3.99 -0.05
H 6.2474 16.4113 8.1156 1.72 1.84 3.59 0.20
H 14.0741 15.4614 18.2511 0.92 0.36 0.76 0.05
H 6.3201 10.1150 13.0367 -2.35 0.06 -0.29 0.05
C 7.0525 9.8828 13.7385 2.49 1.08 1.77 -0.10
H 8.4898 11.2012 12.5676 -1.08 0.93 -1.88 0.00
C 14.7520 9.2321 15.1189 -1.39 -5.81 -4.76 -0.05
H 7.4269 11.6103 17.9052 1.96 -0.21 -1.50 0.12
O 4.7425 11.7432 11.6462 1.66 0.31 -1.10 -0.16
H 7.6353 16.6093 9.7818 2.67 2.42 0.35 -0.01
H 10.8268 15.5451 7.7100 0.48 0.00 -3.33 0.07
H 15.7209 9.0471 15.4331 1.58 -1.05 1.11 0.06
N 6.7400 14.9574 9.4712 0.95 1.15 0.77 -0.20
H 5.6998 11.7401 11.1707 -1.59 -0.67 1.92 0.05
P 10.4565 13.4739 14.0545 2.27 3.69 -2.53 0.63
C 7.0168 9.2082 15.0404 -0.65 0.04 -2.07 -0.06
H 10.0393 16.6362 16.4399 -0.66 -0.68 -1.98 0.04
C 9.6103 16.6455 15.3687 -4.34 0.06 1.25 -0.22
H 14.9223 12.6875 10.6428 4.78 -0.71 -2.71 0.05
H 8.3985 12.3553 7.2788 13.97 -4.23 4.99 -0.09
C 13.4956 15.0007 17.5052 0.05 -1.44 -6.41 -0.03
H 14.1294 15.8509 8.6603 -1.11 -0.60 -3.82 0.04
H 12.4076 7.9785 12.7174 0.63 0.41 0.71 0.08
C 12.1746 14.6094 17.7440 2.99 1.12 0.30 -0.14
H 4.8075 11.7609 12.6148 0.62 -0.03 -0.67 0.01
H 5.7926 16.6582 10.0482 1.16 0.75 -0.36 0.08
H 9.1731 17.1146 11.5703 -0.22 -0.53 -2.04 -0.08
H 13.8833 11.7913 11.7532 0.35 1.42 -0.76 0.14
N 8.8068 14.6458 8.2726 0.93 1.76 -0.13 0.05
C 12.9868 8.6377 13.4051 -3.42 3.11 -0.41 -0.08
C 14.3868 10.4716 15.0760 -0.78 2.05 0.18 -0.21
H 5.2617 12.4474 7.8204 -0.80 1.08 2.50 0.13
H 8.6620 7.6149 12.6985 0.23 1.08 -1.65 0.04
H 8.3257 8.1907 16.3861 0.15 -0.06 0.56 0.08
C 14.0150 12.6577 11.0090 -5.58 -1.43 3.95 -0.14
C 5.7561 12.8140 8.8420 -0.22 4.64 -6.90 -0.02
H 9.7382 16.8541 9.1293 -0.94 -3.30 -1.16 0.17
C 8.2412 10.4756 13.2623 3.56 -4.02 4.34 -0.08
N 10.7822 10.2024 11.3727 0.20 -0.17 1.46 -0.30
H 9.9809 11.8431 16.5648 2.57 -1.07 0.87 0.05
C 14.2150 15.7264 9.6543 -5.37 4.33 1.30 -0.13
N 12.8842 12.5632 10.0929 1.85 1.59 -0.94 -0.13
C 8.9874 12.9687 14.8201 0.84 -2.74 5.74 -0.27
N 13.4221 14.7878 10.3025 1.12 -1.46 -0.89 -0.08
H 15.0599 14.8943 15.9485 -0.19 0.02 -1.11 0.06
N 11.6604 14.0582 8.7480 4.12 -3.19 1.32 0.07
H 11.9524 16.8363 12.5949 2.35 0.62 0.99 0.01
F 7.2727 11.2374 10.3926 -0.62 0.43 0.51 -0.63
H 7.9000 13.3619 5.9963 -0.76 -2.39 2.21 0.15
H 5.5565 12.0835 9.5259 1.34 -2.00 1.54 0.00
H 4.7766 15.0916 8.8305 0.83 -2.42 2.11 0.16
H 11.8008 16.1605 8.7847 2.11 2.55 1.71 0.06
C 7.7791 11.9766 16.8722 4.15 -0.77 0.22 -0.07
H 8.2282 16.3448 15.2944 3.78 -0.89 0.62 0.14
C 11.0713 12.4249 13.0371 0.99 -3.31 -0.93 -0.56
N 10.2129 14.8660 13.0287 0.29 0.54 2.66 -0.28
C 13.9866 14.7571 16.0109 -3.97 0.25 6.19 0.00
H 13.9859 16.9197 9.9185 -0.85 -2.07 -0.03 0.14
C 12.2548 17.3286 13.6175 -8.15 -8.35 -1.13 -0.11
H 11.5734 11.7381 8.9059 -0.06 -1.41 0.24 0.03
H 14.9471 11.1851 15.5204 2.01 2.17 1.79 0.07
H 8.4885 6.9689 11.1221 0.73 -0.39 -0.44 -0.02
H 12.8083 16.7060 14.2856 -0.07 -1.65 0.08 -0.04
H 7.6587 14.0345 13.7554 -0.23 4.74 -6.41 0.01
C 9.1018 12.0786 16.1215 -7.69 3.49 -1.69 0.07
P 11.0026 10.7695 12.8792 -2.52 -0.19 -1.02 0.54
H 9.0323 17.5457 15.3473 0.78 2.26 -0.02 -0.08
H 11.2584 7.4005 8.8621 1.15 0.44 4.41 0.13
H 12.8100 10.2805 10.0154 -1.46 3.90 -2.61 0.18
H 8.4927 8.6124 8.5874 2.75 1.07 0.40 0.05
C 6.6975 16.4660 9.4241 -5.45 -4.75 -3.86 0.02
C 9.4562 9.1535 14.9426 7.73 0.16 -1.19 -0.21
Si 10.0920 8.7944 10.7341 -0.45 1.47 -0.72 0.16
Si 10.2448 16.4954 13.6113 0.64 -0.68 0.99 0.32
H 10.2427 9.8795 8.3558 -2.67 -1.99 1.41 0.07
C 13.9186 14.0781 11.5613 -0.45 2.86 0.01 -0.10
C 7.5769 14.4097 8.5864 2.19 -3.41 -2.70 -0.49
C 6.6982 12.5352 16.3081 -6.80 0.79 1.43 -0.24
C 6.5672 13.3307 15.2753 4.26 1.34 -7.79 -0.09
Rb 9.4584 12.8310 10.6258 0.09 -0.34 -0.03 0.76
C 5.4860 14.3064 9.5081 -1.12 -0.92 -2.86 -0.12
C 7.6274 12.5116 6.9228 -11.82 3.85 -9.58 -0.08
H 7.0797 11.5664 6.3315 1.07 2.67 2.38 0.16
H 9.8781 18.6808 12.4188 -2.03 -2.63 -0.25 0.08
H 12.8281 11.9977 14.3346 1.50 -1.72 0.60 0.07
H 9.3303 15.3957 10.1973 1.42 0.00 -2.14 0.06
H 11.8677 14.7010 18.7300 -0.90 0.15 1.89 0.07
H 10.6128 8.8001 15.2981 -3.48 0.51 -0.32 0.16
H 5.5943 12.5620 16.6477 1.76 -1.34 1.34 0.12
C 13.3082 10.9438 14.4399 -7.33 -0.47 -4.45 -0.05
H 5.8929 13.6828 14.4232 -1.01 -0.54 2.78 0.14
H 11.4537 6.3856 10.6809 -0.70 2.55 -0.85 0.03
N 7.0162 13.2686 7.9386 -3.72 1.14 4.63 -0.10
H 5.8655 8.9557 15.4863 3.84 0.38 -1.01 0.14
H 10.5562 13.7514 17.2437 -6.06 -2.16 1.66 0.02
H 13.0152 14.5832 12.1112 1.97 -2.36 0.86 0.12
C 9.3497 9.3330 9.0632 -2.17 2.35 -1.53 -0.26
C 12.7036 13.8327 9.5170 -2.65 -0.10 1.34 -0.30
C 7.7903 13.4535 14.4793 -1.46 -3.20 6.62 -0.12
H 15.1284 16.0016 9.7451 7.13 -0.67 1.90 -0.01
C 11.2512 15.3299 8.6324 -5.89 0.10 -0.54 -0.29
```
Forces are in eV/Å.

Spin multiplicity: 1
E (eV): -97273.1416
Total charge: -2
Orbital gap (eV): 5.26
Largest force on an atom (eV/A): 15.697
HOMO (eV): -1.57
Energy relative to the best compared isomer or geometry (same formula, charge and spin) (kcal/mol): 734.5